Entry 1:
35
Properties=species:S:1:pos:R:3:lowdin_charge:R:1 method="wB97M-V/def2-TZVPD" total_charge=-2 lumo_ev="5.506 / 5.635" e_above_lowest_kj_mol=65.5 fmax_ev_per_a=2.2 multiplicity=2 energy_ev=-78825.0059
C 1.72377 2.36241 -0.98253 -0.19
C 2.17089 1.50884 -2.04380 -0.16
C 2.61588 0.26239 -1.51488 -0.14
H 2.30390 1.82247 -3.06524 0.06
C 2.41945 0.33097 -0.10147 -0.25
C 2.11917 1.72509 0.23078 -0.30
H 2.26895 2.18535 1.20403 0.08
H 1.16844 3.28705 -1.08885 0.07
H 3.19398 -0.50421 -2.03475 0.08
H 2.65517 -0.49256 0.58060 0.08
Cu 0.53205 0.66106 0.51355 -0.04
Cl -1.52086 0.99478 -0.30722 0.47
C -1.13916 -1.76225 -1.60594 -0.28
C -0.03229 -2.48109 -1.04621 -0.22
C 0.97552 -2.63225 -2.05616 -0.23
H 0.07272 -2.75418 -0.00682 0.03
C 0.50458 -1.95128 -3.22325 -0.22
C -0.78379 -1.39322 -2.93019 -0.22
H -1.36438 -0.73662 -3.56688 0.04
H -2.02333 -1.42651 -1.06802 0.01
H 1.95477 -3.08092 -1.89972 0.05
H 1.01357 -1.89906 -4.17258 0.04
C -1.84041 -1.22017 1.87338 -0.24
Si -1.59475 0.60941 1.86905 0.13
C -2.99840 1.74898 2.16693 -0.35
C 0.03719 0.89170 2.81713 -0.30
H -2.38940 -1.50901 0.97248 0.01
H -2.42832 -1.53452 2.75354 0.01
H -0.89557 -1.78014 1.87652 0.03
H -3.43805 1.72176 3.16690 -0.04
H -2.67453 2.77517 1.97036 0.00
H -3.77391 1.45877 1.45083 0.00
H -0.11799 0.69299 3.89614 -0.03
H 0.86769 0.19541 2.57472 0.03
H 0.41745 1.92341 2.79755 0.01

Entry 2:
55
Properties=species:S:1:pos:R:3:lowdin_charge:R:1 method="wB97M-V/def2-TZVPD" total_charge=+1 lumo_ev=-3.076 fmax_ev_per_a=1.5 multiplicity=1 energy_ev=-27961.9971
C 0.16198 1.30968 0.59103 -0.05
C -0.45875 1.38537 -0.77839 -0.33
C -1.74871 2.15220 -0.93455 -0.04
C 0.13757 0.78218 -1.84246 -0.13
C -0.57892 -0.03557 -2.90228 -0.18
C 0.32032 -0.25474 -4.13321 -0.16
C 0.13428 0.76344 -5.28366 -0.34
C -0.58986 2.07164 -4.87340 -0.08
C 1.43838 1.08667 -6.04784 -0.21
C 2.68777 1.32281 -5.18951 -0.36
P 2.57174 2.70106 -4.03277 1.10
H 1.05662 0.69388 0.54958 0.08
H -0.56609 0.81722 1.23473 0.08
H 0.43179 2.29559 0.97679 0.09
H -2.21338 1.92527 -1.89021 0.07
H -1.48531 3.21030 -0.94565 0.09
H -2.44128 1.94588 -0.11931 0.08
H 1.22306 0.87378 -1.90917 0.08
H -1.54612 0.38570 -3.16340 0.10
H -0.72361 -1.00849 -2.43365 0.12
H 1.34468 -0.33798 -3.77039 0.09
H 0.07762 -1.23468 -4.54524 0.12
H -0.52176 0.29107 -6.01195 0.13
H -1.66045 1.93631 -5.00790 0.09
H -0.30324 2.90860 -5.51283 0.08
H -0.42445 2.36680 -3.83847 0.04
H 1.65846 0.28641 -6.75298 0.13
H 1.26043 1.98339 -6.64204 0.11
H 3.00125 0.44416 -4.62975 0.09
H 3.51387 1.57316 -5.85990 0.10
H 3.71455 2.68361 -3.22960 0.01
H 1.49104 2.63246 -3.14562 -0.01
H 2.61681 3.93559 -4.68118 0.02
C 1.30358 -0.45051 4.56054 -0.09
C 0.67641 -1.67899 5.20012 -0.27
N -0.73517 -1.51238 5.48980 -0.20
C -1.27791 -2.56483 6.33354 -0.25
C -1.31307 -3.99272 5.77625 -0.08
C -1.56321 -1.11054 4.36829 -0.25
C -1.58423 -2.01194 3.12453 -0.08
H 1.15204 0.43613 5.17739 0.08
H 2.37804 -0.60052 4.44591 0.07
H 0.89783 -0.25328 3.56627 0.05
H 1.19234 -1.86991 6.14421 0.12
H 0.87586 -2.55123 4.55693 0.10
H -2.28709 -2.27613 6.63836 0.11
H -0.69132 -2.57429 7.25699 0.11
H -2.10597 -4.12607 5.04126 0.06
H -1.50970 -4.69633 6.58695 0.07
H -0.36575 -4.28080 5.31949 0.07
H -1.24598 -0.11111 4.05646 0.09
H -2.58506 -0.97271 4.72916 0.12
H -0.58570 -2.35454 2.84807 0.07
H -1.98652 -1.45516 2.27386 0.06
H -2.21966 -2.88498 3.26080 0.06